[1]
{
  "formula": "C22H30As2ClKO4Se2",
  "method": "ωB97M-V with the def2-TZVPD basis set",
  "relative_energy_kcal_mol": 18.4,
  "spin_multiplicity": 1,
  "total_charge": -2,
  "symbols": ["K", "C", "As", "C", "C", "C", "C", "C", "C", "C", "As", "C", "C", "H", "H", "H", "H", "H", "H", "H", "H", "H", "H", "H", "H", "H", "H", "H", "H", "Cl", "C", "C", "C", "C", "O", "C", "C", "O", "C", "H", "H", "H", "H", "O", "C", "C", "C", "O", "C", "Se", "C", "Se", "H", "H", "H", "H", "H", "H", "H", "H", "H", "H"],
  "xyz": [[1.67243, -0.41407, 0.75208], [-1.12688, 3.29584, 3.09973], [-1.22228, 2.03505, 1.58073], [-3.06141, 1.43946, 1.90379], [-1.68304, 3.33813, 0.15243], [-2.56755, 4.38339, 0.43373], [-2.94212, 5.30027, -0.53242], [-2.43085, 5.18233, -1.81739], [-1.55951, 4.14766, -2.10741], [-1.17243, 3.21660, -1.14057], [0.05695, 1.72522, -1.62061], [-0.65384, 1.35531, -3.41382], [1.55023, 2.86690, -2.21494], [-2.05079, 3.85637, 3.24907], [-0.29492, 3.98803, 2.97358], [-0.93928, 2.68645, 3.98480], [-3.67925, 2.27904, 2.22873], [-3.03311, 0.64689, 2.65000], [-3.45819, 1.01644, 0.98216], [-2.98170, 4.48197, 1.43109], [-3.63280, 6.09915, -0.28651], [-2.71455, 5.88875, -2.58957], [-1.16813, 4.05833, -3.11483], [-0.48709, 2.19356, -4.09128], [-1.71921, 1.14192, -3.33488], [-0.12079, 0.46852, -3.75856], [1.20943, 3.62903, -2.91823], [2.27185, 2.20816, -2.69883], [2.02331, 3.34543, -1.35793], [6.25064, -5.36424, 2.88801], [5.56422, -3.84572, 2.34524], [6.03449, -3.26579, 1.15812], [5.53078, -2.07385, 0.73108], [4.50935, -1.34316, 1.44406], [4.10967, -0.23091, 1.02586], [4.01921, -1.99958, 2.64493], [2.99711, -1.47391, 3.53552], [2.26659, -0.51222, 3.37522], [4.58187, -3.22367, 3.06231], [6.79586, -3.77737, 0.58098], [5.88080, -1.62859, -0.19131], [2.90247, -2.05389, 4.48064], [4.20784, -3.66992, 3.97722], [-3.31569, -1.18383, -0.47529], [-2.97451, -2.46613, -0.94877], [-1.45985, -2.78223, -0.98685], [-1.29745, -4.06809, -1.80450], [-1.65671, -3.96510, -3.18459], [-0.90143, -3.10042, 0.40737], [-1.53892, -2.06739, 1.97952], [-0.73033, -1.59436, -1.62543], [1.16881, -1.78091, -2.10883], [-2.95344, -1.16372, 0.44308], [-3.39796, -2.52353, -1.95909], [-3.46752, -3.24413, -0.34487], [-1.92583, -4.84691, -1.35019], [-0.25117, -4.37994, -1.76290], [-2.00833, -3.08005, -3.32639], [0.17051, -2.92652, 0.40503], [-1.05451, -4.16142, 0.61881], [-0.86387, -0.76358, -0.92806], [-1.27718, -1.29907, -2.53005]],
  "atomic_forces_ev_per_a": [[-0.9, 0.0, -0.1], [0.0, -0.1, 0.0], [0.1, 0.0, -0.2], [0.1, 0.0, 0.0], [-0.1, 0.1, 0.3], [0.0, 0.0, 0.0], [0.0, 0.0, 0.0], [0.0, 0.0, 0.0], [0.1, 0.0, 0.0], [0.1, 0.0, -0.2], [0.0, 0.1, 0.1], [0.0, 0.0, 0.2], [0.0, -0.1, 0.0], [0.0, 0.0, 0.0], [0.0, 0.0, 0.0], [0.0, 0.0, 0.0], [0.0, 0.0, 0.0], [0.0, 0.0, 0.0], [0.0, 0.0, 0.0], [0.0, 0.0, 0.0], [0.0, 0.0, 0.0], [0.0, 0.0, 0.0], [0.0, 0.0, 0.0], [0.0, 0.0, 0.0], [0.0, 0.0, 0.0], [0.0, 0.0, 0.0], [0.0, 0.0, 0.0], [0.0, 0.0, 0.0], [0.0, 0.0, 0.0], [0.0, -0.1, 0.1], [-0.1, 0.1, 0.1], [0.0, 0.0, -0.1], [0.1, 0.0, 0.0], [0.0, -0.1, 0.2], [0.3, 0.1, 0.1], [0.2, -0.2, 0.0], [0.0, 0.2, 0.0], [0.2, 0.0, 0.0], [0.0, 0.1, -0.1], [0.0, 0.0, 0.0], [0.0, 0.0, 0.0], [0.0, -0.1, 0.0], [0.0, 0.0, 0.0], [0.0, 0.1, 0.1], [0.0, -0.2, 0.0], [-0.1, 0.0, -0.1], [0.1, 0.0, 0.0], [-0.2, 0.0, -0.1], [0.0, 0.1, 0.2], [-0.1, 0.1, 0.0], [-0.2, 0.0, -0.1], [0.0, 0.0, -0.1], [0.0, 0.0, 0.0], [0.0, -0.1, 0.0], [0.0, 0.0, 0.0], [0.0, 0.0, 0.0], [0.0, 0.0, 0.0], [0.2, 0.0, 0.0], [0.2, -0.2, -0.3], [-0.1, 0.0, 0.1], [0.1, 0.0, 0.0], [0.0, 0.0, 0.0]]
}

---

[2]
{
  "formula": "C43H106Br12N12O19P4",
  "method": "ωB97M-V with the def2-TZVPD basis set",
  "spin_multiplicity": 1,
  "symbols": ["C", "Br", "Br", "Br", "H", "C", "Br", "Br", "Br", "H", "C", "Br", "Br", "Br", "H", "C", "Br", "Br", "Br", "H", "O", "P", "N", "C", "C", "N", "C", "C", "N", "C", "C", "H", "H", "H", "H", "H", "H", "H", "H", "H", "H", "H", "H", "H", "H", "H", "H", "H", "H", "O", "P", "N", "C", "C", "N", "C", "C", "N", "C", "C", "H", "H", "H", "H", "H", "H", "H", "H", "H", "H", "H", "H", "H", "H", "H", "H", "H", "H", "O", "P", "N", "C", "C", "N", "C", "C", "N", "C", "C", "H", "H", "H", "H", "H", "H", "H", "H", "H", "H", "H", "H", "H", "H", "H", "H", "H", "H", "O", "P", "N", "C", "C", "N", "C", "C", "N", "C", "C", "H", "H", "H", "H", "H", "H", "H", "H", "H", "H", "H", "H", "H", "H", "H", "H", "H", "H", "C", "O", "C", "O", "O", "C", "H", "H", "H", "H", "H", "H", "C", "O", "C", "O", "O", "C", "H", "H", "H", "H", "H", "H", "C", "O", "C", "O", "O", "C", "H", "H", "H", "H", "H", "H", "C", "O", "C", "O", "O", "C", "H", "H", "H", "H", "H", "H", "C", "O", "C", "O", "O", "C", "H", "H", "H", "H", "H", "H"],
  "xyz": [[5.68448, 0.05395, -21.36061], [5.90522, 0.07781, -19.42240], [6.31489, -1.62625, -22.09590], [6.66453, 1.50524, -22.14539], [4.64016, 0.17133, -21.61461], [4.67224, -8.40938, -17.95679], [4.25805, -9.44896, -16.36219], [5.43872, -6.68189, -17.49163], [3.05942, -8.16935, -19.02802], [5.39255, -8.99670, -18.51223], [-2.62035, -2.91971, -24.40606], [-2.24726, -1.85856, -22.81256], [-4.21210, -4.01405, -24.19939], [-1.18343, -4.18266, -24.87030], [-2.79546, -2.23472, -25.22269], [-2.03448, -7.68867, -21.19974], [-2.99237, -7.98108, -22.87968], [-1.11011, -5.99238, -21.20026], [-0.83931, -9.20215, -20.85087], [-2.80913, -7.65985, -20.44708], [1.21785, -4.81050, -11.37375], [2.28748, -5.50034, -12.11881], [2.43108, -4.87382, -13.70101], [2.05547, -3.48749, -13.91892], [3.01547, -5.48759, -14.88927], [2.06681, -7.13138, -12.27866], [2.37640, -8.05181, -11.18292], [1.60180, -7.77774, -13.48880], [3.82209, -5.39087, -11.46723], [4.95570, -6.09947, -12.04339], [4.11399, -4.28895, -10.55857], [2.90922, -2.86724, -14.23208], [1.69101, -3.00898, -13.01390], [1.35865, -3.40878, -14.76249], [3.62633, -4.82949, -15.50460], [2.14781, -5.93620, -15.38854], [3.65567, -6.33910, -14.64717], [1.45239, -8.15157, -10.60126], [2.58323, -9.04668, -11.57491], [3.16443, -7.70501, -10.51928], [1.00508, -7.10093, -14.11168], [2.38942, -8.02182, -14.21202], [0.96020, -8.63430, -13.28919], [5.05970, -5.86532, -13.10651], [5.89565, -5.69732, -11.66684], [4.83446, -7.16921, -11.87466], [4.17594, -3.30472, -11.05046], [5.10730, -4.38617, -10.12236], [3.31681, -4.16244, -9.82808], [5.13418, -4.67919, -27.82645], [3.74730, -4.19483, -27.67595], [3.19235, -3.25359, -28.96067], [3.80421, -1.95627, -29.16895], [2.89168, -3.97378, -30.21113], [3.60506, -3.18004, -26.31686], [4.27945, -3.60326, -25.08980], [2.59086, -2.16149, -26.09059], [2.56879, -5.37599, -27.47320], [1.15595, -5.03670, -27.33245], [2.93880, -6.69741, -26.96406], [3.80773, -1.27129, -28.32057], [3.39746, -1.40013, -30.01339], [4.87028, -2.10675, -29.40077], [1.82924, -3.88352, -30.44085], [3.15998, -5.02497, -30.10798], [3.53679, -3.52224, -30.96491], [5.27548, -3.15016, -25.07370], [3.76669, -3.19627, -24.21522], [4.33264, -4.67863, -24.91197], [1.88524, -2.37037, -25.28134], [3.09575, -1.19851, -25.97659], [1.91779, -2.06740, -26.94867], [1.00240, -4.04659, -27.76223], [0.47218, -5.71216, -27.84748], [0.97784, -5.03024, -26.25313], [3.75527, -7.07048, -27.58616], [2.14899, -7.42580, -27.14586], [3.22999, -6.62060, -25.91502], [6.37976, -8.42385, -20.77536], [7.67270, -8.05996, -21.41519], [7.56733, -6.97228, -22.68639], [7.11385, -5.64820, -22.25232], [7.10528, -7.42680, -23.98256], [8.49753, -9.39186, -22.05807], [9.46369, -9.30719, -23.14141], [8.24299, -10.71847, -21.50982], [8.76541, -7.40087, -20.34400], [8.75930, -7.89818, -18.97073], [10.01150, -6.77564, -20.73049], [6.04604, -5.60481, -22.03359], [7.27237, -4.97853, -23.10295], [7.69602, -5.29708, -21.40531], [7.07389, -8.51255, -24.04673], [7.69497, -6.94867, -24.76666], [6.06116, -7.14098, -24.16700], [10.38457, -9.83029, -22.86466], [9.07424, -9.79700, -24.03903], [9.72709, -8.27133, -23.34210], [8.36389, -11.46289, -22.29999], [8.88234, -10.86262, -20.63639], [7.20944, -10.88697, -21.20156], [9.42623, -7.34364, -18.31347], [7.77322, -7.73630, -18.52610], [8.96916, -8.97206, -18.98398], [9.83334, -6.15577, -21.61816], [10.81239, -7.46431, -21.02551], [10.32753, -6.06624, -19.96669], [2.31973, -1.31438, -19.05216], [2.15931, -2.61372, -19.73015], [3.60722, -3.51066, -19.74976], [3.77065, -4.76833, -20.44405], [4.64774, -3.11533, -18.83167], [1.63165, -2.44593, -21.32080], [1.99825, -1.27692, -22.08482], [1.08032, -3.54891, -22.06281], [1.05931, -3.56825, -18.89648], [-0.27637, -3.05628, -18.63594], [1.36682, -4.88856, -18.31455], [4.17447, -5.49185, -19.74233], [4.29288, -4.74015, -21.40503], [2.80493, -5.14226, -20.78827], [4.65232, -3.63469, -17.86275], [4.55830, -2.07894, -18.50436], [5.63710, -3.14436, -19.29491], [2.84767, -1.48275, -22.74982], [1.20724, -0.90623, -22.74705], [2.20267, -0.43393, -21.42582], [-0.01083, -3.55542, -21.95358], [1.30777, -3.46486, -23.12744], [1.43431, -4.52331, -21.73190], [-0.46530, -2.95265, -17.56286], [-0.37571, -2.06541, -19.08205], [-1.02564, -3.73548, -19.05382], [1.50072, -5.65708, -19.06959], [0.52336, -5.11432, -17.66449], [2.21335, -4.79441, -17.63227], [0.00548, 1.32859, -19.57602], [-0.90459, 1.60754, -20.62867], [-2.16571, 1.21722, -20.51299], [-2.70182, 0.84060, -19.50783], [-2.75456, 1.46123, -21.69228], [-4.16126, 1.28690, -21.67723], [-0.45431, 0.81821, -18.73534], [0.38698, 2.30057, -19.25001], [0.91006, 0.79401, -19.85652], [-4.69860, 1.58583, -22.57265], [-4.61098, 1.80982, -20.83198], [-4.41460, 0.23428, -21.52579], [9.07143, -3.38778, -19.13205], [8.83328, -3.53900, -20.54303], [9.89799, -3.67734, -21.29791], [11.05133, -3.59739, -20.96256], [9.51259, -3.95492, -22.54900], [10.52995, -4.37855, -23.44150], [8.25166, -3.66101, -18.47812], [9.41449, -2.36863, -18.95851], [9.91925, -4.03347, -18.89527], [10.15032, -4.47225, -24.45366], [10.88661, -5.36520, -23.13537], [11.37114, -3.68844, -23.40273], [6.38264, -2.23822, -15.35899], [6.33072, -3.56195, -14.83121], [7.23546, -4.42121, -15.30152], [8.00087, -4.20968, -16.20215], [6.95118, -5.59652, -14.73427], [7.87391, -6.65173, -14.87863], [7.18096, -1.69494, -14.84327], [5.45363, -1.74806, -15.08743], [6.63234, -2.11685, -16.41163], [7.47838, -7.53029, -14.37023], [8.78858, -6.42605, -14.31870], [8.20999, -6.98760, -15.85966], [-2.00926, -10.39990, -16.74751], [-2.47649, -9.13501, -16.30900], [-1.66261, -8.09949, -16.49174], [-0.64290, -8.12286, -17.11746], [-2.25508, -7.06285, -15.89088], [-1.63365, -5.79986, -16.10038], [-1.22585, -10.79838, -16.10315], [-1.68569, -10.35591, -17.78684], [-2.84727, -11.09163, -16.68627], [-2.22995, -4.98873, -15.68979], [-1.50475, -5.62312, -17.16922], [-0.66302, -5.76449, -15.59910], [-1.23541, -0.55664, -16.01069], [-1.85600, -1.57787, -15.24197], [-1.28887, -1.96276, -14.10470], [-0.39994, -1.37736, -13.55004], [-1.92333, -3.04321, -13.68805], [-1.49045, -3.57725, -12.44012], [-1.63283, -0.71808, -17.01399], [-0.16719, -0.69845, -16.19246], [-1.50734, 0.42074, -15.62381], [-2.31330, -4.04005, -11.89090], [-1.12209, -2.77920, -11.80075], [-0.76923, -4.38768, -12.51855]],
  "atomic_forces_ev_per_a": [[0.5, -0.3, 0.3], [-0.1, 0.2, -0.6], [-0.2, 0.1, 0.1], [-0.1, 0.1, -0.1], [0.0, -0.1, 0.2], [-0.5, 0.1, 0.2], [0.1, 0.2, -0.2], [-0.2, -0.5, -0.1], [0.5, -0.2, 0.3], [0.0, 0.3, -0.3], [0.0, -0.8, 0.5], [0.0, -0.4, -0.6], [0.0, 0.4, 0.1], [-0.3, 0.9, 0.1], [0.2, -0.1, -0.1], [0.1, -0.4, -0.5], [0.3, 0.2, 0.3], [-0.1, -0.4, 0.1], [-0.4, 0.7, 0.0], [0.2, 0.0, 0.2], [0.6, 0.3, 0.3], [0.7, 0.1, -1.5], [0.1, 0.1, 0.8], [0.3, 0.3, -0.3], [-0.7, -1.3, 0.8], [0.9, -0.4, -0.7], [-1.2, 0.2, 0.1], [-0.4, 0.7, -1.1], [-0.2, 0.2, 1.3], [-0.4, 0.7, -0.7], [-0.1, 0.9, -0.4], [0.2, -0.3, 0.0], [-0.5, -0.2, -0.1], [-0.4, 0.1, 0.3], [-0.3, 0.4, 0.1], [0.5, 0.3, -1.0], [0.0, 0.1, 0.2], [0.2, -0.1, 0.3], [0.4, 0.1, -0.1], [0.1, 0.1, -0.2], [-0.3, 0.1, 0.5], [0.2, -0.6, 0.5], [0.2, -0.1, 0.2], [-0.2, -0.4, -0.1], [-0.1, -0.3, 0.6], [0.4, -0.1, -0.1], [-0.1, -0.1, -0.3], [-0.2, -0.5, 0.4], [0.2, -0.3, 0.2], [-0.5, -0.6, 0.4], [-0.6, 1.1, 0.6], [-0.8, -0.3, 1.0], [1.4, 0.3, -0.2], [0.4, 0.3, 0.7], [-0.5, -0.5, -0.3], [0.5, 0.7, 0.1], [-0.3, 0.1, -1.1], [0.1, -0.5, -1.3], [1.0, 0.6, 0.4], [0.5, 0.4, -0.9], [-0.4, -0.4, 0.2], [-0.4, -0.3, 0.0], [0.0, 0.2, -0.1], [0.1, 0.0, -0.3], [-0.1, 0.0, -0.1], [-0.3, -0.2, -0.4], [0.2, -0.4, 0.2], [-0.2, 0.1, -0.1], [0.1, -0.1, -0.4], [0.4, -0.1, 0.4], [-0.3, 0.1, 0.4], [0.4, 0.0, -0.2], [-0.1, 0.1, 0.2], [0.2, -0.3, 0.1], [-0.6, 0.1, -0.1], [0.3, 0.1, 0.5], [-0.3, 0.2, 0.4], [-0.1, -0.5, 0.1], [0.7, -0.1, 0.3], [0.4, -0.7, -0.7], [0.5, -0.5, 1.4], [-0.1, 0.2, -1.0], [-0.8, 0.3, -0.1], [-1.2, 0.5, -0.2], [0.1, -0.3, 0.5], [-0.3, 0.1, -0.2], [-0.2, 1.1, 0.8], [-1.1, -0.3, -0.2], [-0.4, 0.5, -1.2], [-0.1, -0.3, 0.2], [0.1, 0.2, 0.2], [-0.2, -0.1, -0.1], [0.5, 0.0, -0.1], [0.1, -0.3, -0.1], [0.0, 0.2, 0.2], [0.0, 0.0, 0.0], [0.1, 0.2, -0.2], [-0.1, 0.0, -0.1], [0.6, -0.1, 0.2], [0.1, -0.6, -0.2], [0.0, 0.6, 0.1], [0.4, -0.1, -0.3], [0.0, -0.3, -0.2], [0.3, 0.0, 0.5], [-0.1, -0.3, 0.1], [0.1, -0.1, 0.4], [0.2, -0.3, 0.2], [0.2, 0.6, -0.4], [0.4, -1.1, 0.4], [-1.1, 1.2, 0.0], [-0.9, -0.2, -0.3], [0.5, 0.6, 0.7], [0.2, 0.1, 1.0], [0.1, 0.4, -0.4], [-0.7, -0.3, 0.0], [0.5, -0.3, -0.9], [0.2, 0.0, -0.2], [-0.3, 1.2, 0.3], [0.3, -0.2, -0.3], [0.7, 0.4, 0.3], [-0.1, -0.2, 0.5], [0.0, -0.7, -0.3], [-0.5, 0.0, -0.4], [0.0, -0.4, -0.1], [0.2, 0.1, 0.2], [-0.3, -0.4, 0.1], [0.3, -0.2, 0.1], [0.0, -0.1, -0.2], [0.1, 0.1, 0.0], [0.0, 0.1, 0.0], [0.1, 0.0, 0.0], [-0.1, -0.1, 0.0], [-0.1, 0.1, 0.0], [0.0, -0.2, 0.2], [0.0, -0.4, -0.2], [0.3, -0.3, -0.3], [0.7, 0.9, 1.0], [0.5, -0.6, -0.8], [0.1, 0.9, 0.2], [-0.2, -0.5, 0.0], [-0.1, 0.1, -0.4], [-1.2, -0.8, 1.0], [-0.2, 0.0, -0.1], [-0.3, 0.0, 0.2], [-0.4, -0.5, -0.7], [0.9, 0.4, -0.4], [0.2, 0.2, 0.0], [0.2, 0.0, 0.0], [1.6, 0.1, 0.0], [-1.2, -0.1, 0.5], [1.0, -0.1, -0.6], [0.0, 0.0, 0.4], [-0.8, 0.2, -0.2], [0.9, -0.2, 0.2], [-0.5, 0.0, -0.7], [-0.2, 0.1, 0.2], [-0.1, 0.0, 0.2], [-0.4, 0.3, 0.1], [0.1, 0.1, 0.0], [0.0, 0.0, -0.1], [0.8, 1.0, 0.7], [0.1, 0.1, -0.2], [-1.4, -0.3, -0.8], [0.6, -0.1, 0.3], [0.2, 0.1, -0.1], [1.5, -1.0, 0.9], [0.0, -0.1, 0.1], [-0.2, -0.2, -0.2], [-0.4, -0.7, -0.2], [-0.5, 0.2, -0.1], [0.0, 0.3, -0.1], [-0.6, 0.7, -0.4], [-0.1, -0.5, -0.4], [-0.3, -0.3, 0.4], [-0.8, -0.1, 0.1], [0.5, 0.4, 0.0], [0.0, 0.2, 0.0], [0.6, 0.4, -0.2], [0.2, 0.3, -0.1], [0.2, 0.0, 0.1], [-0.1, 0.2, 0.1], [-0.4, -0.4, 0.2], [0.1, 0.0, 0.0], [0.1, -0.1, -0.1], [0.0, -0.3, -1.0], [-0.1, -0.6, -0.4], [0.1, 0.8, 0.1], [0.4, 0.0, 0.1], [-0.3, -0.7, 0.1], [-0.1, -0.3, 1.2], [-0.5, 0.4, 0.1], [0.1, 0.1, 0.9], [0.3, 0.1, 0.0], [-0.5, 0.3, -0.5], [0.3, -0.1, -0.1], [0.4, 0.4, -0.5]]
}

---

| no. | maximum force (hartree/bohr) | HOMO-LUMO gap (eV) | LUMO level (eV) |
| --- | --- | --- | --- |
| 1 | 0.017 | 5.255 | 4.15 |
| 2 | 0.039 | 7.646 | -0.35 |